The following is a quantum chemistry calculation of a structure of composition C42H46N5O2Pt in a non-equilibrium geometry, from the Open Molecules 2025 dataset.

Values from the calculation:
Total energy in a.u.: -2171.5096
2S+1: 5
Net charge: -1
Maximum force in Eh/bohr: 0.0324
HOMO-LUMO gap (alpha / beta) in Ha: 0.204 / 0.207
E_LUMO (alpha / beta) in eV: 2.58 / 1.96

```
96
Properties=species:S:1:pos:R:3:mulliken_spin:R:1
Pt -0.13 0.73 0.04 1.381
C 1.65 -0.10 4.65 0.000
O 0.69 -1.12 4.43 0.039
C -0.12 -0.77 3.38 0.293
N 0.03 0.56 3.08 0.192
C 1.26 1.06 3.73 0.024
C 2.38 1.41 2.78 -0.001
C 2.73 0.56 1.73 0.050
C 3.84 0.85 0.95 0.036
C 4.59 1.99 1.18 0.000
C 4.23 2.85 2.21 0.003
C 3.13 2.56 3.00 0.001
C -0.87 -1.85 2.85 0.014
C -0.97 -3.01 3.68 0.183
C -1.70 -4.08 3.26 -0.053
C -2.29 -4.06 2.00 0.210
C -2.10 -2.93 1.21 -0.036
N -1.45 -1.83 1.61 0.202
C -2.60 -2.95 -0.17 -0.055
N -2.30 -2.10 -1.06 -0.023
C -3.02 -2.41 -2.28 0.001
C -3.73 -3.75 -1.93 0.001
O -3.44 -3.96 -0.54 0.006
C -2.13 -2.53 -3.49 -0.001
C -2.61 -2.09 -4.72 0.000
C -1.84 -2.25 -5.86 0.000
C -0.58 -2.82 -5.78 0.000
C -0.09 -3.23 -4.55 0.000
C -0.87 -3.09 -3.41 0.003
H 2.65 -0.48 4.43 0.002
H 1.61 0.18 5.70 0.002
H 1.04 1.92 4.35 -0.010
H 2.18 -0.36 1.57 -0.058
H 4.12 0.17 0.15 0.003
H 5.46 2.20 0.58 0.000
H 4.81 3.74 2.40 0.001
H 2.86 3.22 3.82 0.001
H -0.49 -2.99 4.65 0.034
H -1.82 -4.94 3.90 0.001
H -2.87 -4.89 1.62 0.020
H -3.74 -1.61 -2.46 -0.002
H -3.33 -4.58 -2.51 0.000
H -4.82 -3.70 -2.06 0.000
H -3.58 -1.62 -4.78 0.000
H -2.22 -1.91 -6.82 0.000
H 0.02 -2.95 -6.68 0.000
H 0.90 -3.66 -4.47 0.000
H -0.48 -3.41 -2.45 -0.002
C 0.81 3.37 -2.08 -0.001
C -0.67 3.15 -2.04 -0.014
C -1.64 3.82 -2.78 0.009
C -2.88 3.31 -2.34 0.002
C -2.61 2.37 -1.37 -0.015
C -3.62 1.64 -0.53 0.031
N -1.26 2.27 -1.18 0.152
H 1.05 4.43 -1.96 0.000
H 1.23 3.04 -3.03 -0.001
H 1.28 2.81 -1.27 0.012
H -1.46 4.57 -3.53 0.000
H -3.87 3.61 -2.68 0.000
H -3.91 2.23 0.34 -0.002
H -3.24 0.69 -0.18 -0.015
H -4.54 1.47 -1.11 0.000
C 1.42 -2.74 0.07 0.078
C 2.48 -2.12 -0.79 0.114
C 3.63 -2.83 -1.06 -0.101
C 4.62 -2.34 -1.89 0.159
C 4.42 -1.10 -2.49 -0.096
C 3.29 -0.35 -2.25 0.138
C 3.09 0.98 -2.91 0.041
C 2.27 -0.82 -1.34 -0.065
N 1.20 -0.07 -1.13 0.996
H 1.56 -3.82 0.15 0.000
H 0.43 -2.53 -0.34 -0.017
H 1.44 -2.33 1.09 0.002
H 3.75 -3.82 -0.61 0.000
H 5.53 -2.90 -2.08 0.014
H 5.18 -0.70 -3.16 0.000
H 3.83 1.15 -3.69 0.003
H 3.16 1.79 -2.17 0.001
H 2.08 1.03 -3.33 -0.005
C -1.30 3.76 1.50 -0.001
C -1.25 2.72 2.63 -0.009
C -2.68 2.50 3.16 0.013
C -0.47 3.41 3.76 0.008
C -0.73 1.34 2.09 0.201
H -1.89 4.63 1.81 0.001
H -1.74 3.35 0.60 -0.004
H -0.29 4.09 1.25 -0.001
H -3.10 3.43 3.56 0.000
H -2.69 1.75 3.95 -0.001
H -3.33 2.16 2.35 0.001
H -0.91 4.40 3.92 0.000
H 0.57 3.56 3.49 -0.002
H -0.56 2.88 4.71 0.000
H -1.65 0.76 1.97 -0.090
```

=====

The following is a quantum chemistry calculation of a structure of composition C21H15F9NO7S7SiTa in a non-equilibrium geometry, from the Open Molecules 2025 dataset.

Values from the calculation:
Total energy in a.u.: -5423.3597
2S+1: 1
Net charge: 0
Maximum force in Eh/bohr: 0.0542
HOMO-LUMO gap in Ha: 0.229
E_LUMO in eV: -2.07

```
62
Properties=species:S:1:pos:R:3:lowdin_charge:R:1
Ta 0.29 -0.76 1.65 1.235
S 0.15 1.47 2.74 0.141
S -1.60 1.59 3.81 0.051
S -2.27 -0.31 4.05 0.092
S -2.08 -0.96 2.06 0.161
F 2.05 -1.35 -2.14 0.162
C 1.95 -2.66 -1.98 -0.679
F 0.96 -3.14 -2.71 0.184
F 3.09 -3.24 -2.32 0.171
S 1.61 -3.02 -0.20 0.697
O 0.41 -2.17 0.07 -0.466
O 1.43 -4.41 -0.04 -0.178
N 2.92 -2.41 0.42 -0.270
S 3.21 -1.24 1.37 0.667
O 3.37 -1.45 2.76 -0.209
O 2.22 -0.12 1.07 -0.476
C 4.80 -0.57 0.72 -0.685
F 5.10 0.50 1.42 0.183
F 5.73 -1.49 0.87 0.181
F 4.67 -0.26 -0.56 0.172
F 1.47 -3.72 6.13 0.159
C 1.89 -2.98 5.12 -0.660
F 2.89 -3.61 4.51 0.152
F 2.32 -1.82 5.58 0.161
S 0.47 -2.73 3.93 0.553
O -0.64 -3.38 4.51 -0.223
O 0.92 -3.16 2.60 -0.365
O 0.39 -1.24 3.79 -0.609
C -1.98 -2.07 -3.89 -0.091
C -1.21 -0.94 -4.12 -0.084
C -0.84 -0.12 -3.06 -0.089
C -1.24 -0.40 -1.75 -0.299
C -2.01 -1.55 -1.55 -0.146
C -2.38 -2.38 -2.60 -0.079
Si -0.84 0.78 -0.32 0.625
C 0.32 2.09 -1.05 -0.281
C 1.68 1.88 -1.28 -0.113
C 2.47 2.84 -1.91 -0.080
C 1.91 4.03 -2.33 -0.086
C 0.55 4.26 -2.13 -0.076
C -0.23 3.30 -1.50 -0.091
C -2.45 1.68 0.07 -0.322
C -3.68 1.20 -0.37 -0.094
C -4.86 1.89 -0.12 -0.078
C -4.83 3.08 0.59 -0.084
C -3.61 3.59 1.03 -0.083
C -2.44 2.89 0.77 -0.173
H -2.26 -2.71 -4.71 0.103
H -0.89 -0.69 -5.12 0.103
H -0.24 0.76 -3.26 0.100
H -2.34 -1.81 -0.54 0.063
H -2.98 -3.26 -2.41 0.106
H 2.14 0.95 -0.99 0.060
H 3.52 2.64 -2.08 0.102
H 2.52 4.78 -2.82 0.102
H 0.10 5.18 -2.46 0.104
H -1.28 3.50 -1.36 0.095
H -3.74 0.28 -0.94 0.091
H -5.80 1.50 -0.47 0.103
H -5.74 3.62 0.80 0.102
H -3.57 4.52 1.57 0.105
H -1.50 3.32 1.08 0.082
```

=====

The following is a quantum chemistry calculation of a structure of composition C52H48O9P2Pd in a non-equilibrium geometry, from the Open Molecules 2025 dataset.

Values from the calculation:
Total energy in a.u.: -3498.1021
2S+1: 1
Net charge: 0
Maximum force in Eh/bohr: 0.0516
HOMO-LUMO gap in Ha: 0.231
E_LUMO in eV: -0.44

```
112
Properties=species:S:1:pos:R:3:lowdin_charge:R:1
C -2.90 2.82 -3.79 -0.025
C -4.06 1.95 -4.19 -0.322
C -4.82 1.02 -3.18 -0.269
C -6.03 0.33 -3.91 -0.121
C -7.28 1.18 -3.80 -0.165
C -7.56 1.37 -2.33 -0.132
O -6.48 2.06 -1.64 0.044
C -5.24 2.09 -2.15 -0.404
O -4.44 2.94 -1.77 0.095
O -4.55 2.12 -5.30 0.075
H -3.25 3.85 -3.73 0.103
H -2.40 2.57 -2.86 0.064
H -2.20 2.79 -4.63 0.095
H -5.76 0.16 -4.96 0.125
H -6.22 -0.63 -3.43 0.118
H -7.11 2.12 -4.34 0.133
H -8.13 0.67 -4.26 0.127
H -8.44 1.99 -2.16 0.127
H -7.71 0.40 -1.82 0.132
C 4.90 -2.56 3.62 -0.099
C 4.55 -3.38 2.55 -0.077
C 4.23 -2.81 1.31 -0.020
C 4.24 -1.42 1.21 -0.284
O 3.77 -0.78 0.05 -0.200
P 2.52 -1.20 -0.89 0.738
O 2.68 -0.08 -2.05 -0.217
C 3.88 0.45 -2.58 -0.278
C 4.45 -0.15 -3.70 -0.005
C 5.64 0.40 -4.21 -0.078
C 6.20 1.53 -3.62 -0.097
C 5.59 2.13 -2.51 -0.077
C 4.41 1.58 -1.98 -0.014
O 3.02 -2.58 -1.60 -0.214
C 2.49 -3.14 -2.77 -0.298
C 3.03 -4.37 -3.15 -0.011
C 2.54 -4.99 -4.29 -0.082
C 1.53 -4.38 -5.04 -0.103
C 1.01 -3.15 -4.65 -0.082
C 1.50 -2.50 -3.51 -0.059
Pd 0.56 -1.27 0.18 0.370
P 0.64 0.30 1.81 0.776
O 1.25 -0.27 3.21 -0.209
C 1.36 0.33 4.48 -0.285
C 0.89 -0.41 5.55 -0.017
C 0.70 0.24 6.77 -0.080
C 1.07 1.58 6.90 -0.100
C 1.66 2.27 5.84 -0.073
C 1.86 1.62 4.61 -0.018
O 1.52 1.63 1.48 -0.222
C 0.99 2.91 1.23 -0.297
C 1.55 3.97 1.94 -0.025
C 0.82 5.16 1.99 -0.081
C -0.37 5.30 1.27 -0.095
C -0.83 4.25 0.47 -0.062
C -0.14 3.04 0.43 -0.027
O -0.77 0.96 2.30 -0.214
C -1.50 0.74 3.48 -0.287
C -1.70 1.83 4.32 -0.001
C -2.36 1.62 5.53 -0.076
C -2.85 0.36 5.84 -0.099
C -2.69 -0.71 4.96 -0.076
C -2.01 -0.52 3.76 -0.021
C -2.28 -0.73 -1.05 -0.089
C -1.67 -2.03 -0.92 -0.246
C -1.20 -2.39 0.40 -0.254
C -0.37 -3.53 0.59 -0.120
C -0.11 -4.36 -0.51 -0.098
C -0.66 -4.08 -1.75 -0.114
C -1.44 -2.94 -1.97 -0.041
C -2.65 -0.04 -2.18 -0.075
C -4.11 -0.03 -2.42 -0.151
C 4.68 -0.59 2.24 -0.014
C 4.97 -1.17 3.47 -0.079
H 5.12 -3.01 4.59 0.101
H 4.53 -4.46 2.66 0.105
H 3.97 -3.43 0.45 0.104
H 3.96 -1.00 -4.17 0.115
H 6.10 -0.07 -5.08 0.105
H 7.12 1.95 -4.02 0.100
H 6.00 3.02 -2.05 0.104
H 3.90 2.03 -1.13 0.121
H 3.82 -4.81 -2.54 0.121
H 2.95 -5.96 -4.59 0.104
H 1.15 -4.87 -5.94 0.101
H 0.22 -2.66 -5.22 0.110
H 1.09 -1.54 -3.19 0.103
H 0.62 -1.46 5.39 0.127
H 0.26 -0.31 7.60 0.110
H 0.90 2.09 7.85 0.103
H 1.98 3.30 5.94 0.106
H 2.38 2.09 3.78 0.095
H 2.49 3.83 2.47 0.111
H 1.20 5.98 2.61 0.104
H -0.94 6.22 1.33 0.102
H -1.75 4.35 -0.11 0.108
H -0.47 2.21 -0.20 0.113
H -1.30 2.81 4.03 0.127
H -2.49 2.45 6.22 0.109
H -3.37 0.19 6.79 0.103
H -3.08 -1.70 5.19 0.106
H -1.84 -1.34 3.05 0.098
H -2.52 -0.27 -0.07 0.120
H -1.65 -1.89 1.26 0.064
H 0.00 -3.76 1.59 0.106
H 0.50 -5.25 -0.37 0.109
H -0.48 -4.78 -2.57 0.105
H -1.86 -2.73 -2.96 0.114
H -1.97 0.45 -2.90 0.110
H -4.56 -0.08 -1.40 0.152
H -4.39 -1.04 -2.82 0.138
H 4.75 0.48 2.07 0.122
H 5.26 -0.53 4.30 0.107
```

=====

The following is a quantum chemistry calculation of a structure of composition C3H3I2N3S in a non-equilibrium geometry, from the Open Molecules 2025 dataset.

Values from the calculation:
Total energy in a.u.: -1273.7727
2S+1: 1
Net charge: 0
Maximum force in Eh/bohr: 0.0624
HOMO-LUMO gap (alpha / beta) in Ha: 0.278 / 0.278
E_LUMO (alpha / beta) in eV: -0.90 / -0.90

```
12
Properties=species:S:1:pos:R:3:lowdin_charge:R:1
C 0.99 1.22 -0.36 -0.698
C 2.18 0.93 0.36 -1.082
C -2.35 -1.66 0.24 -0.377
N 1.11 2.46 -0.84 -0.331
N 3.07 1.89 0.51 -0.341
N -2.06 -0.96 -0.93 -0.644
S 2.55 3.12 -0.39 0.958
I 2.42 -0.86 1.30 0.894
I -0.29 -0.35 -1.45 1.389
H -2.46 -1.02 1.11 0.059
H -3.39 -2.20 0.03 0.122
H -1.76 -2.57 0.41 0.050
```

=====

The following is a quantum chemistry calculation of the molecule C2H4P2S2 in a non-equilibrium geometry, from the Open Molecules 2025 dataset.

Values from the calculation:
Total energy in a.u.: -1557.5328
2S+1: 1
Net charge: 0
Maximum force in Eh/bohr: 0.0613
HOMO-LUMO gap (alpha / beta) in Ha: 0.263 / 0.254
E_LUMO (alpha / beta) in eV: -0.81 / -0.87

```
10
Properties=species:S:1:pos:R:3:lowdin_charge:R:1
C -1.05 0.83 0.53 -0.784
C 0.72 -0.97 -0.55 -1.413
P 0.73 1.53 0.61 0.743
P -1.04 -0.95 0.02 0.769
S 1.97 -2.13 -0.21 0.454
S 1.58 -1.23 -2.04 0.453
H -1.63 0.98 1.57 0.067
H -1.50 1.35 -0.32 -0.006
H 0.71 2.03 -0.71 -0.164
H -0.49 -1.44 1.10 -0.120
```

=====

The following is a quantum chemistry calculation of the molecule C6H13N, from the Open Molecules 2025 dataset.

Values from the calculation:
Total energy in a.u.: -291.0776
2S+1: 1
Net charge: 0
Maximum force in Eh/bohr: 0.0040
HOMO-LUMO gap in Ha: 0.271
E_LUMO in eV: 1.03

```
20
Properties=species:S:1:pos:R:3:lowdin_charge:R:1
C 2.62 -0.47 -0.16 -0.111
C 1.11 -0.59 -0.32 -0.237
C 0.45 0.78 -0.17 -0.167
N -1.00 0.81 -0.46 -0.240
C -1.32 1.21 -1.70 -0.037
C -1.88 0.47 0.48 -0.171
C -1.61 -0.43 1.64 -0.113
H 2.89 -0.02 0.80 0.075
H 3.05 0.15 -0.95 0.075
H 3.11 -1.45 -0.21 0.072
H 0.85 -1.00 -1.30 0.115
H 0.71 -1.28 0.44 0.096
H 0.92 1.47 -0.88 0.117
H 0.61 1.18 0.83 0.128
H -2.37 1.18 -1.97 0.051
H -0.64 1.86 -2.24 0.041
H -2.91 0.67 0.21 0.103
H -2.41 -0.29 2.38 0.069
H -1.61 -1.50 1.38 0.071
H -0.67 -0.23 2.16 0.065
```

=====

The following is a quantum chemistry calculation of the ion C14H13O with charge +1 in a non-equilibrium geometry, from the Open Molecules 2025 dataset.

Values from the calculation:
Total energy in a.u.: -616.1237
2S+1: 1
Net charge: +1
Maximum force in Eh/bohr: 0.1370
HOMO-LUMO gap (alpha / beta) in Ha: 0.239 / 0.220
E_LUMO (alpha / beta) in eV: -4.99 / -5.61

```
28
Properties=species:S:1:pos:R:3:lowdin_charge:R:1
C -4.86 -0.11 -0.16 -0.086
C -4.17 1.02 -0.43 -0.114
C -4.21 -1.22 0.27 -0.055
C -2.89 1.21 -0.19 -0.011
C -2.84 -1.13 0.45 0.005
C -2.14 0.08 0.27 -0.167
C 0.31 1.53 0.38 0.136
C 2.90 1.42 0.14 0.077
C -0.73 0.19 0.38 -0.041
C 1.58 0.93 0.16 -0.161
C 1.27 -0.51 -0.02 -0.148
C 4.04 0.48 0.00 -0.178
C 2.35 -1.48 -0.50 -0.045
C 3.77 -1.03 -0.02 -0.153
O 0.07 -0.86 0.09 0.173
H -5.99 -0.14 -0.19 0.146
H -4.75 1.66 -1.16 0.148
H -4.83 -2.11 0.58 0.145
H -2.29 2.18 -0.16 0.142
H -2.23 -1.91 0.76 0.095
H 0.03 2.53 0.80 0.124
H 3.11 2.48 0.20 0.135
H 4.61 0.82 -0.90 0.141
H 4.82 0.78 0.84 0.174
H 2.21 -2.53 -0.30 0.124
H 2.32 -1.50 -1.62 0.157
H 4.50 -1.45 -0.68 0.109
H 4.03 -1.34 1.01 0.128
```

=====

The following is a quantum chemistry calculation of a cluster of 2 separate species, CH8N2 in total in a non-equilibrium geometry, from the Open Molecules 2025 dataset.

Values from the calculation:
Total energy in a.u.: -152.3697
Structure (SMILES): CN.N
2S+1: 1
Net charge: 0
Maximum force in Eh/bohr: 0.0868
HOMO-LUMO gap in Ha: 0.355
E_LUMO in eV: 0.85

```
11
Properties=species:S:1:pos:R:3:lowdin_charge:R:1
C 1.88 -0.64 -0.07 -0.208
N 1.79 0.77 -0.14 -0.065
H 2.66 -0.87 0.66 0.071
H 0.90 -1.10 0.14 0.079
H 2.28 -1.04 -0.99 0.054
H 0.91 1.14 0.17 0.057
H 2.48 1.35 0.14 0.012
N -3.42 -0.03 -0.15 0.002
H -3.62 -0.12 0.85 0.014
H -2.40 -0.36 -0.25 0.038
H -3.46 0.90 -0.36 -0.054
```

=====

The following is a quantum chemistry calculation of a cluster of 8 separate species, C14H34Cl4F6N3O6 in total in a non-equilibrium geometry, from the Open Molecules 2025 dataset.

Values from the calculation:
Total energy in a.u.: -3609.2346
2S+1: 1
Net charge: +1
Maximum force in Eh/bohr: 0.0435
HOMO-LUMO gap in Ha: 0.279
E_LUMO in eV: -3.54

```
67
Properties=species:S:1:pos:R:3:lowdin_charge:R:1
N -1.12 2.93 2.55 0.277
H -1.10 2.50 3.47 0.138
H -1.97 2.73 2.05 0.129
H -0.32 2.57 1.94 0.072
H -0.91 3.93 2.63 0.146
N -3.00 -0.81 -2.09 0.280
H -3.76 -0.22 -1.78 0.134
H -3.18 -1.75 -1.70 0.117
H -2.03 -0.54 -1.75 0.054
H -3.00 -0.84 -3.10 0.144
N -0.52 2.14 -1.49 0.218
H -0.12 2.00 -0.52 0.053
H -1.42 2.62 -1.39 0.114
H -0.69 1.12 -1.72 0.058
H -0.02 2.57 -2.27 0.092
O -0.46 -0.40 -1.30 -0.347
C -0.43 -0.70 0.07 -0.343
C 0.46 0.11 1.08 -0.328
O 0.45 1.51 0.93 -0.366
H 0.04 -1.69 0.22 0.084
H -1.44 -0.90 0.47 0.077
H 1.49 -0.20 0.85 0.087
H 0.36 -0.27 2.10 0.093
C 4.13 1.88 -0.73 -0.034
C 2.82 1.51 -1.41 -0.182
O 3.18 1.26 -2.76 0.035
C 2.53 1.72 -3.80 -0.375
O 1.54 2.41 -3.75 0.125
C 3.09 1.15 -5.12 -0.556
F 4.29 0.61 -4.92 0.169
F 2.24 0.21 -5.55 0.159
F 3.16 2.13 -6.02 0.186
H 4.57 1.08 -0.14 0.081
H 3.91 2.73 -0.07 0.078
H 4.79 2.34 -1.45 0.090
H 2.17 2.38 -1.32 0.106
H 2.35 0.63 -0.97 0.106
C -4.84 -0.03 2.63 -0.052
C -5.45 -1.39 2.31 -0.208
O -4.49 -2.44 2.42 0.039
C -3.90 -2.88 1.30 -0.355
O -4.26 -2.51 0.21 0.119
C -2.79 -3.92 1.55 -0.544
F -3.06 -4.58 2.67 0.193
F -2.76 -4.72 0.48 0.177
F -1.58 -3.36 1.65 0.173
H -5.63 0.71 2.70 0.084
H -4.13 0.20 1.83 0.063
H -4.35 -0.11 3.60 0.083
H -5.99 -1.41 1.36 0.122
H -6.21 -1.67 3.04 0.135
Cl 2.93 0.21 5.96 0.603
C 2.15 0.98 4.61 -0.731
C 3.16 1.42 3.56 -0.728
Cl 4.13 2.71 4.19 0.599
H 1.46 1.74 4.96 0.060
H 1.52 0.21 4.17 0.050
H 2.73 1.64 2.58 0.054
H 3.76 0.55 3.28 0.078
Cl 2.58 -4.32 -1.49 0.550
C 1.91 -2.74 -1.99 -0.671
C 1.75 -2.59 -3.49 -0.632
Cl 3.34 -2.74 -4.33 0.547
H 2.60 -1.96 -1.67 0.059
H 0.92 -2.58 -1.58 0.043
H 1.34 -1.62 -3.77 0.052
H 1.05 -3.26 -3.99 0.070
```

=====

The following is a quantum chemistry calculation of the molecule C4H11NO4S2 in a non-equilibrium geometry, from the Open Molecules 2025 dataset.

Values from the calculation:
Total energy in a.u.: -1311.0159
Structure (SMILES): CCCS(=O)(=O)S(=O)(=O)NC
2S+1: 1
Net charge: 0
Maximum force in Eh/bohr: 0.0404
HOMO-LUMO gap (alpha / beta) in Ha: 0.279 / 0.279
E_LUMO (alpha / beta) in eV: -1.74 / -1.74

```
22
Properties=species:S:1:pos:R:3:lowdin_charge:R:1
C -2.17 0.99 -0.11 -0.094
C -2.72 -0.35 0.34 -0.301
C -2.16 -1.47 -0.50 -0.231
S -0.41 -1.73 0.05 0.702
O -0.47 -2.23 1.40 -0.361
O 0.25 -2.59 -0.92 -0.380
S 1.39 0.13 0.33 0.624
O 1.40 0.90 -0.89 -0.329
O 1.03 0.80 1.55 -0.323
N 2.89 -0.54 0.53 -0.182
C 3.56 -1.02 -0.65 -0.129
H -1.08 1.02 -0.01 0.028
H -2.43 1.18 -1.15 0.085
H -2.59 1.79 0.50 0.083
H -3.81 -0.35 0.28 0.117
H -2.45 -0.55 1.38 0.108
H -2.61 -2.44 -0.31 0.109
H -2.12 -1.25 -1.57 0.103
H 2.95 -1.13 1.35 0.115
H 4.63 -0.83 -0.55 0.091
H 3.40 -2.08 -0.82 0.088
H 3.17 -0.44 -1.49 0.077
```